The following is a quantum chemistry calculation of a cluster of 8 separate species, C5H26N2O8 in total, from OMol25.

- orbital gap (hartree) = 0.3220
- calculated total energy (Ha) = -917.421313
- M (u) = 242.269
- energy relative to the best compared isomer or geometry (same formula, charge and spin) (eV) = 4.723
- structure (SMILES) = CNCCNC(C)=O.O.O.O.O.O.O.O

Positions of all 41 atoms, in Å:
O  0.116  3.584  -2.362
O  1.056  1.723  2.554
O  2.430  -2.010  2.073
O  -0.263  -4.649  -1.224
O  -4.399  1.365  -0.422
O  2.826  -2.706  -1.442
O  -1.907  3.169  1.601
O  -0.571  0.538  -3.024
N  0.626  0.474  0.799
N  -1.071  -1.835  0.498
C  1.433  1.260  1.442
C  0.710  -0.322  -0.392
C  2.552  1.841  0.718
C  -2.183  -1.130  1.315
C  -0.651  -0.971  -0.622
H  -0.239  2.760  -2.353
H  3.372  1.127  0.803
H  -1.024  -4.928  -0.933
H  -0.304  -2.147  1.033
H  -4.613  2.212  -0.871
H  -0.631  -1.753  -1.414
H  -0.042  1.011  -3.626
H  -1.620  2.487  2.207
H  2.315  -3.374  -1.731
H  -1.212  0.063  -3.527
H  0.406  3.642  -1.494
H  2.975  -2.350  1.368
H  -1.718  -0.362  1.898
H  -2.960  -0.590  0.674
H  -1.782  3.979  2.120
H  2.767  2.818  1.039
H  -2.694  -1.774  1.935
H  -1.423  -0.223  -0.850
H  2.933  -1.835  2.862
H  2.335  2.161  -0.352
H  1.461  -1.128  -0.295
H  -0.212  0.176  1.563
H  -3.702  0.979  -0.842
H  -0.292  -3.801  -1.674
H  2.534  -2.079  -2.108
H  1.021  0.293  -1.311

The following is a quantum chemistry calculation of the molecule C5H11NO, from OMol25.

- orbital gap (hartree) = 0.3834
- calculated total energy (Ha) = -327.055638
- M (u) = 101.149
- energy relative to the best compared isomer or geometry (same formula, charge and spin) (eV) = 2.060
- structure (SMILES) = C[C@H]1CN1CCO

Positions of all 18 atoms, in Å:
O  1.666  -1.235  -1.590
N  0.472  0.402  0.510
C  -1.179  -1.281  1.317
C  -0.927  0.039  0.635
C  -0.387  1.213  1.361
C  0.921  0.929  -0.774
C  0.827  -0.135  -1.865
H  1.171  0.295  -2.812
H  -2.186  -1.342  1.742
H  0.381  1.846  -1.070
H  -0.213  -0.469  -2.024
H  1.982  1.180  -0.674
H  1.427  -1.546  -0.706
H  -0.695  2.202  1.015
H  -0.200  1.153  2.432
H  -1.053  -2.104  0.605
H  -0.447  -1.415  2.121
H  -1.561  0.268  -0.224

The following is a quantum chemistry calculation of a structure of composition C18H40F12InN3O3P2, from OMol25.

- orbital gap (hartree) = 0.1051
- calculated total energy (Ha) = -3170.458589
- total charge = +2
- M (u) = 751.278

Positions of all 79 atoms, in Å:
In  -0.460  -4.204  2.805
P  -4.238  -3.794  0.805
P  -0.045  -5.422  -0.923
F  -1.243  -4.800  -1.816
F  1.205  -5.948  -0.042
F  -3.810  -3.630  2.373
F  0.001  -4.044  -0.107
F  -4.423  -2.205  0.762
F  -4.805  -3.849  -0.709
F  -1.039  -5.983  0.256
F  -2.691  -3.674  0.334
F  -5.750  -4.036  1.305
F  -4.036  -5.370  0.897
F  1.002  -4.850  -2.031
F  -0.128  -6.792  -1.726
O  0.105  -1.536  0.925
O  -1.175  0.151  1.079
O  -1.793  -1.668  1.933
N  -0.929  -1.036  1.321
N  -1.721  -0.319  -2.720
N  2.554  2.137  1.706
C  3.156  1.439  -0.592
C  -1.936  3.613  -2.743
C  3.032  1.580  5.500
C  3.822  2.871  1.190
C  -2.398  -1.397  -1.851
C  -2.692  -2.040  -4.106
C  2.411  1.011  0.643
C  -1.782  3.986  -1.260
C  -2.266  1.064  -2.402
C  4.370  0.835  5.585
C  -2.103  -0.668  -4.231
C  1.351  3.027  1.725
C  -1.433  2.193  -3.003
C  2.695  1.425  3.032
C  -3.404  -2.042  -2.783
C  2.831  2.394  4.229
C  -0.234  -0.412  -2.522
C  4.376  2.146  -0.009
H  5.210  1.474  0.176
H  -2.328  1.114  -1.313
H  -2.395  3.263  -0.715
H  3.599  3.123  3.965
H  2.167  0.944  5.689
H  1.845  0.754  3.149
H  2.571  2.165  -1.162
H  3.456  0.629  -1.253
H  -0.411  2.112  -2.624
H  1.021  3.229  0.707
H  2.922  0.145  1.061
H  4.489  2.876  2.055
H  -2.109  4.988  -0.987
H  1.353  0.797  0.517
H  0.275  0.155  -3.297
H  -1.182  -0.453  -4.763
H  0.518  2.478  2.166
H  -1.616  -2.104  -1.561
H  -3.310  1.105  -2.712
H  -4.257  -1.366  -2.666
H  -1.421  4.370  -3.334
H  -3.278  -2.378  -4.964
H  1.899  2.960  4.287
H  3.076  2.306  6.314
H  4.555  0.406  6.565
H  -3.680  -3.036  -2.438
H  3.620  0.853  2.966
H  1.530  3.946  2.272
H  -2.994  3.725  -2.988
H  -2.843  0.087  -4.484
H  -1.297  2.018  -4.075
H  -0.756  3.931  -0.884
H  -0.107  0.054  -1.544
H  4.618  0.079  4.830
H  5.192  1.514  5.327
H  3.582  3.928  1.096
H  4.721  2.970  -0.635
H  -2.844  -1.048  -0.920
H  0.191  -1.414  -2.522
H  -1.960  -2.856  -4.130

The following is a quantum chemistry calculation of a structure of composition C19H20BaClO, from OMol25.

- orbital gap (alpha / beta) (hartree) = 0.0641 / 0.0643
- calculated total energy (Ha) = -1296.710190
- total charge = -1
- M (u) = 437.149

Positions of all 42 atoms, in Å:
Ba  -0.334  0.060  -1.254
Cl  -1.134  1.121  4.617
O  -0.319  -0.124  -3.901
C  -1.145  -0.430  4.185
C  0.601  -2.486  -0.544
C  0.270  2.566  -0.383
C  -0.843  -2.071  1.136
C  -0.758  -2.491  -0.186
C  1.334  2.107  0.436
C  -0.939  2.400  0.337
C  1.333  -2.068  0.564
C  -1.416  -0.909  -4.438
C  -0.119  1.822  -7.773
C  0.555  -0.856  -7.576
C  0.447  -1.819  1.581
C  0.692  -0.208  -8.784
C  0.080  -0.187  -6.436
C  -0.118  -0.958  -5.200
C  -0.272  1.175  -6.551
C  -0.612  1.838  1.582
C  0.360  1.146  -8.895
C  0.768  1.678  1.633
H  -2.214  -0.320  -4.869
H  -1.950  2.608  -0.022
H  -1.619  -2.728  -0.844
H  -1.694  -1.785  -3.850
H  -0.997  -1.214  3.368
H  2.387  2.067  0.146
H  -1.362  -0.952  5.113
H  0.714  -1.407  2.568
H  0.351  2.934  -1.430
H  -1.325  1.521  2.323
H  1.000  -2.707  -1.553
H  2.420  -1.903  0.616
H  -0.642  1.709  -5.687
H  -0.372  2.878  -7.840
H  1.062  -0.736  -9.657
H  0.472  1.671  -9.842
H  1.308  1.219  2.464
H  0.803  -1.909  -7.492
H  -1.777  -1.888  1.687
H  0.485  -1.831  -5.031

The following is a quantum chemistry calculation of a cluster of 10 separate species, C5H31N2O10 in total, from OMol25.

- orbital gap (hartree) = 0.3627
- calculated total energy (Ha) = -1070.733699
- total charge = +1
- M (u) = 279.307
- energy relative to the best compared isomer or geometry (same formula, charge and spin) (eV) = 4.516

Positions of all 48 atoms, in Å:
O  0.788  -1.312  1.502
O  -1.944  2.644  -1.542
O  -3.732  -1.791  0.758
O  2.527  -2.500  -0.709
O  -1.230  -0.160  3.762
O  3.127  3.103  -0.470
O  4.376  -0.916  -1.292
O  -2.557  0.510  0.053
O  -3.748  -0.212  2.840
O  0.553  3.027  -2.677
N  -0.357  -1.581  -0.402
N  2.339  0.439  -0.089
C  -0.552  -1.463  -1.867
C  0.499  1.713  0.817
C  0.400  -0.825  0.434
C  -0.681  -2.981  0.157
C  0.772  0.525  -0.086
H  -0.102  -3.811  -0.231
H  -0.949  0.281  4.605
H  4.827  -0.167  -1.238
H  2.913  -0.368  -0.444
H  -3.187  0.377  0.795
H  4.486  -1.375  -2.072
H  0.458  0.779  -1.120
H  -3.624  -2.727  0.834
H  0.549  1.603  1.852
H  -0.645  1.870  0.723
H  -3.898  -1.186  1.529
H  2.320  -2.685  0.228
H  -2.906  -0.033  3.092
H  -2.605  3.264  -1.644
H  0.452  -1.602  -2.467
H  1.069  2.643  0.656
H  2.593  3.299  -1.254
H  -4.164  0.662  2.666
H  0.385  3.151  -3.543
H  3.549  -2.663  -0.809
H  -2.857  -0.435  -0.302
H  -2.257  1.870  -1.023
H  -1.630  -3.239  -0.342
H  2.765  1.290  -0.536
H  -0.442  -0.300  3.277
H  -1.082  -2.340  -2.350
H  -0.361  2.758  -2.418
H  2.853  3.805  0.193
H  -0.982  -0.481  -2.023
H  -0.900  -3.039  1.263
H  2.786  0.579  0.912